[1]
Entry from OMol25: a molecular structure, C15H22IrN5 (ωB97M-V/def2-TZVPD).

Output
* spin multiplicity: 6
* ΔE to the lowest compared entry with this formula, charge and spin: 20.1 kcal/mol
* F_max: 8.25 eV/A
* charge: +1
* HOMO-LUMO gap (spin up / spin down): 0.2838 / 0.2265 Ha
* energy: -962.22508 a.u.
* highest occupied orbital energy (spin up / spin down): -10.208 / -11.802 eV

```
43
Properties=species:S:1:pos:R:3:forces:R:3:lowdin_spin:R:1
C -0.5203 1.0061 -2.4943 -0.13 0.36 -0.86 0.277
C -0.0771 2.4588 -2.6350 0.27 0.27 0.56 0.045
C 0.1307 0.2022 -3.6151 0.32 -0.52 0.08 0.019
C -2.0255 0.9986 -2.7502 -0.33 -0.21 0.46 0.039
H -0.4513 0.2828 -4.5469 0.06 0.14 0.26 0.006
H 0.1965 -0.8608 -3.3828 -0.03 -0.09 -0.06 0.001
H 1.1401 0.5360 -3.8519 0.07 0.05 0.09 0.000
H -0.1675 2.7945 -3.6803 -0.08 -0.26 0.15 0.013
H 0.9579 2.6291 -2.3447 0.04 -0.01 -0.09 0.002
H -0.6978 3.1306 -2.0420 -0.04 0.05 0.10 0.002
H -2.2812 1.7194 -3.5424 0.23 -0.13 0.14 0.011
H -2.6045 1.2806 -1.8735 -0.10 0.18 0.07 0.005
H -2.3932 0.0328 -3.0912 0.00 -0.15 0.07 0.000
C 2.2195 -0.3186 0.8715 0.29 -0.32 -0.30 0.158
C 2.4733 -0.4862 -0.5097 -0.08 -0.39 -0.10 0.181
C 2.3673 0.7728 -1.1260 0.09 0.35 -0.38 0.180
H 2.7147 -1.4128 -1.0030 0.07 -0.04 0.00 0.004
C 2.0280 1.7180 -0.1395 0.21 0.00 0.00 0.184
C 1.9473 1.0440 1.1069 0.66 0.61 -0.86 0.183
H 1.7664 1.4969 2.0660 0.02 0.38 -0.66 0.007
H 2.2429 -1.0961 1.6156 0.13 -0.06 -0.21 0.004
H 2.5179 0.9764 -2.1691 0.03 0.02 -0.11 0.003
H 1.8875 2.7710 -0.3031 -0.04 0.13 0.05 0.007
C -1.7086 -1.1521 1.0295 -1.09 -0.10 -1.00 0.207
C -0.5541 -1.9558 0.9953 0.27 -0.96 -0.59 0.180
C -0.3320 -2.3467 -0.3437 0.43 -0.11 0.04 0.188
H 0.0469 -2.2335 1.8444 -0.13 -0.34 -0.41 0.005
C -1.3499 -1.7848 -1.1380 -0.41 0.14 -0.50 0.193
C -2.1967 -1.0344 -0.2944 -0.01 -0.27 -0.13 0.190
H -3.0636 -0.4770 -0.5986 -0.10 -0.01 -0.01 0.007
H -2.1536 -0.7334 1.9144 -0.12 -0.01 -0.48 0.009
H 0.4739 -2.9691 -0.6957 0.00 -0.07 -0.01 0.004
H -1.4583 -1.9070 -2.1995 -0.04 -0.04 -0.11 0.004
Ir 0.0326 0.1540 -0.2772 -0.10 0.27 0.27 2.595
N -1.2395 -1.1885 5.5305 -0.24 -0.12 -0.08 0.000
N -0.4160 -0.7109 4.5226 -0.29 0.12 -1.80 0.000
N 0.7795 -0.2521 4.7051 1.23 0.41 -0.25 0.002
C 1.1798 0.0892 3.4722 -0.75 -0.54 0.37 0.004
N 0.1938 -0.1413 2.4396 1.28 0.40 8.14 0.078
N -0.7372 -0.6763 3.2544 -2.46 -0.06 0.40 0.003
H -2.1825 -1.5385 5.3076 1.20 0.55 -0.28 0.000
H -0.9191 -1.1834 6.5094 0.21 0.25 -1.32 0.000
H 2.2328 0.3655 3.4643 -0.52 0.17 -0.62 0.000
```
Positions in Å, forces in eV/Å.



[2]
Entry from OMol25: a molecular structure, C15H22IrN7O10P2 (ωB97M-V/def2-TZVPD).

Output
* ΔE to the lowest compared entry with this formula, charge and spin: 19.4 kcal/mol
* F_max: 4.04 eV/A
* HOMO-LUMO gap: 0.3166 Ha
* energy: -2507.90914 a.u.
* highest occupied orbital energy: -8.308 eV

```
57
Properties=species:S:1:pos:R:3:forces:R:3:mulliken_charge:R:1
Ir -0.2552 0.0057 -0.3111 -0.44 2.80 -2.88 2.871
O -0.5515 2.1148 2.5526 0.15 -0.09 0.07 -0.384
P -0.0306 0.6132 2.8000 -0.20 -0.05 0.16 0.699
O -0.1775 0.1866 4.1915 0.04 -0.03 0.00 -0.781
O -0.6751 -0.2461 1.7086 0.12 0.14 -0.31 -0.548
O 1.5490 0.7919 2.4012 -0.09 -0.13 -0.18 -0.153
P 2.3240 -0.1076 1.3286 0.29 -0.05 -0.06 0.428
O 3.8005 0.4939 1.4063 -0.23 -0.01 -0.04 -0.589
O 2.3353 -1.5320 1.7080 0.14 0.17 0.11 -0.754
O 1.7940 0.2332 -0.0699 -0.42 -0.46 0.18 -0.605
H -0.0740 2.7202 3.1322 -0.10 0.06 0.01 0.275
H 3.8018 1.4206 1.1362 0.08 -0.01 0.00 0.304
N 0.1161 0.3885 -2.4205 0.00 -0.84 1.72 -0.672
C 0.0655 1.8182 -2.7333 -0.26 0.51 0.33 -0.544
C -0.4220 2.6587 -1.5313 0.17 -0.39 -0.79 0.508
O -0.8117 3.7890 -1.7465 0.04 0.01 0.26 -0.721
O -0.3068 2.0811 -0.3916 0.03 -0.37 1.31 -0.806
H 1.0367 -0.0259 -2.4968 0.00 0.03 -0.42 0.327
H -0.5820 -0.1696 -2.8927 0.09 0.04 -0.24 0.326
H -0.5999 2.0319 -3.5653 0.10 -0.13 -0.11 0.355
H 1.0618 2.1955 -2.9585 0.01 -0.11 -0.15 0.292
N 1.0556 -6.1140 1.1249 0.04 -0.07 0.00 -0.373
C 1.0948 -4.7697 1.0179 0.46 0.19 0.29 0.598
N 2.0100 -4.0846 1.6840 -0.25 -0.66 -0.02 -0.325
N 0.1944 -4.2351 0.2214 -0.50 -0.35 -0.17 -0.643
C 0.0234 -3.0242 -0.1399 -0.15 -0.17 -0.45 0.592
N -0.3143 -2.0381 -0.6706 0.52 0.43 1.12 -0.537
H 1.6304 -6.6061 1.7823 -0.01 0.02 -0.01 0.187
H 0.3225 -6.6034 0.6466 -0.01 0.01 0.01 0.245
H 2.6355 -4.5500 2.3177 -0.01 -0.05 -0.02 0.226
H 2.0333 -3.0554 1.6630 0.15 0.41 -0.01 0.469
C -6.1303 0.0809 1.7250 0.07 -0.11 0.15 -1.139
N -5.0928 0.7670 0.9757 -0.23 0.13 -0.16 0.014
N -4.3211 0.0667 0.0713 0.26 -0.04 0.02 0.448
C -3.1091 0.6959 -0.0603 -0.19 0.10 0.25 0.791
O -2.2648 0.3292 -0.9295 0.26 -0.95 0.12 -1.032
C -3.1070 1.7766 0.8511 0.12 -0.04 0.09 -0.545
C -4.3113 1.7610 1.4867 -0.03 0.07 -0.12 0.033
C -4.8200 2.6430 2.5704 0.01 -0.06 0.02 -1.691
C -4.8695 -0.8570 -0.8554 -0.03 -0.05 -0.11 -0.013
C -4.1134 -1.9669 -1.2111 0.01 0.01 0.08 -0.428
C -4.6065 -2.8427 -2.1643 -0.03 -0.02 -0.02 -0.738
C -5.8479 -2.6256 -2.7474 0.02 0.02 0.03 -0.433
C -6.6003 -1.5215 -2.3745 0.00 -0.04 -0.01 -0.721
C -6.1106 -0.6277 -1.4344 -0.02 0.06 -0.02 0.170
H -6.5542 -0.7093 1.1134 -0.02 0.03 -0.02 0.456
H -6.9162 0.7900 1.9751 0.01 0.01 -0.02 0.371
H -5.7336 -0.3593 2.6430 0.02 -0.02 -0.02 0.337
H -2.2729 2.4376 1.0077 -0.03 0.03 -0.04 0.570
H -4.0690 3.3919 2.8052 0.00 0.00 0.00 0.366
H -5.0319 2.0735 3.4772 0.01 0.00 0.00 0.385
H -5.7375 3.1452 2.2602 0.00 0.01 0.02 0.365
H -3.1468 -2.1252 -0.7531 0.01 0.00 0.00 0.479
H -4.0178 -3.7049 -2.4486 0.01 0.01 0.00 0.404
H -6.2259 -3.3110 -3.4941 0.00 -0.01 0.01 0.395
H -7.5664 -1.3449 -2.8284 0.00 0.01 0.01 0.380
H -6.6808 0.2531 -1.1680 0.03 0.02 0.01 0.507
```
Positions in Å, forces in eV/Å.